Formula: C24H20Br2N
Source: the OMol25 dataset
Level of theory: ωB97M-V with the def2-TZVPD basis set

Each line ends with the Löwdin charge.
Geometry (Å):
Br 6.229 5.058 1.727  0.80
C 4.721 4.133 1.083  -0.67
C 3.599 4.842 0.613  -0.10
C 2.503 4.151 0.113  -0.01
C 2.471 2.732 0.071  -0.22
C 1.318 2.071 -0.469  0.02
C 1.109 0.704 -0.392  -0.07
C 0.079 0.010 -1.098  -0.05
C 0.253 -1.412 -1.343  -0.22
C -0.141 -1.975 -2.570  -0.01
C -0.006 -3.343 -2.800  -0.10
C 0.531 -4.172 -1.803  -0.68
Br 0.626 -6.035 -2.079  0.79
C 0.969 -3.617 -0.591  -0.09
C 0.840 -2.244 -0.363  0.00
C 3.625 2.033 0.535  0.00
C 4.727 2.728 1.032  -0.10
H 3.603 5.929 0.630  0.11
H 1.641 4.696 -0.272  0.12
H 0.617 2.700 -1.033  0.13
H 1.852 0.109 0.167  0.11
H -0.424 0.558 -1.902  0.12
H -0.534 -1.324 -3.360  0.13
H -0.342 -3.776 -3.742  0.11
H 1.379 -4.259 0.185  0.11
H 1.175 -1.817 0.587  0.12
H 3.667 0.947 0.463  0.11
H 5.610 2.186 1.366  0.11
C -3.712 0.132 -2.151  0.00
C -3.084 -0.233 -0.873  -0.24
C -1.908 0.246 -0.249  -0.04
C -1.906 -0.316 1.083  -0.17
C -2.982 -1.229 1.151  -0.19
N -3.670 -1.140 -0.063  0.17
C -3.325 -1.936 2.291  0.00
C -2.537 -1.728 3.438  -0.07
C -1.499 -0.781 3.412  -0.07
C -1.179 -0.057 2.246  -0.02
H -3.199 0.981 -2.607  0.09
H -3.674 -0.728 -2.828  0.10
H -4.770 0.408 -2.031  0.10
H -1.514 1.245 -0.470  0.13
H -4.521 -1.642 -0.287  0.18
H -4.157 -2.647 2.278  0.12
H -2.732 -2.299 4.349  0.11
H -0.918 -0.610 4.322  0.11
H -0.410 0.727 2.230  0.12

Summary:
Charge ... +1
Energy relative to the best compared isomer or geometry (same formula, charge and spin) ... 0.0 kJ/mol
LUMO ... -5.0 eV
Orbital gap ... 6.02 eV